Below is a structure of composition C51H64BrN7O8S in a non-equilibrium geometry, with properties calculated with ωB97M-V/def2-TZVPD.

Positions of all 132 atoms, in Å:
C -3.05673 2.11451 4.77793
C -2.57472 3.59692 4.50840
C -1.76478 3.55682 3.19179
Br 0.06613 2.89146 3.48053
C -1.75847 4.92519 2.36329
C -2.23328 6.23075 3.06409
C -1.20201 6.73822 4.09349
O -0.93886 7.86801 4.15721
O -0.54758 5.85943 4.92786
O -0.32510 5.22099 2.13550
S -0.33133 6.17544 0.80231
O -0.33537 7.57271 1.06876
O 0.71112 5.89905 -0.12434
O -1.87534 5.88735 0.22049
C -2.21151 4.65236 0.88220
O -1.20036 3.75523 0.44462
C -3.60079 4.03638 0.65004
C -3.62480 2.90479 -0.43124
C -3.59461 1.47571 0.16763
C -2.18035 0.89931 0.41544
C -1.25990 0.88280 -0.84776
C 0.21524 1.03488 -0.39517
C 1.24988 0.71796 -1.52890
C 2.48053 0.01626 -0.87244
O 3.39419 0.95653 -0.32939
C 3.39849 1.01760 1.08736
H -3.89850 1.91314 4.09666
H -3.39781 2.06441 5.82254
H -2.21788 1.42517 4.60057
H -3.50214 4.18426 4.42177
H -1.97760 3.87462 5.38267
H -2.24812 2.79489 2.56347
H -2.45891 7.04948 2.37200
H -3.15555 6.07288 3.65528
H -0.81830 5.99672 5.84717
H -1.10154 3.81877 -0.51804
H -4.27477 4.82724 0.27169
H -4.05490 3.67618 1.58651
H -2.88175 3.07163 -1.22312
H -4.60294 3.01863 -0.93526
H -4.12551 0.78175 -0.50800
H -4.20611 1.49924 1.09221
H -1.62405 1.37039 1.24031
H -2.31928 -0.15837 0.71305
H -1.54666 1.60455 -1.62866
H -1.35354 -0.12722 -1.28817
H 0.45188 2.03804 -0.00619
H 0.35239 0.34242 0.45728
H 1.63584 1.68303 -1.90052
H 0.81723 0.11365 -2.33847
H 2.10759 -0.73289 -0.15342
H 2.99911 -0.52452 -1.68238
H 4.36103 0.66828 1.50967
H 2.58586 0.45496 1.57490
H 3.29227 2.07402 1.40508
N 6.75705 0.85994 3.13271
C 7.08710 2.13585 2.92646
C 8.35543 2.55519 2.55635
C 9.34082 1.59591 2.39379
C 9.02121 0.26497 2.60412
C 7.72061 -0.04739 2.96857
H 6.28371 2.85136 3.06833
H 8.56459 3.60517 2.40014
H 10.34520 1.88188 2.10625
H 9.76261 -0.51403 2.48742
H 7.42277 -1.07642 3.13992
N -5.97026 -1.43335 -0.31994
C -5.18048 -2.47890 -0.05761
C -5.54306 -3.52425 0.77770
C -6.79180 -3.48224 1.37577
C -7.62654 -2.40807 1.11875
C -7.16897 -1.41485 0.26636
H -4.21249 -2.46171 -0.54728
H -4.86499 -4.34806 0.95613
H -7.11013 -4.27948 2.03686
H -8.60835 -2.34020 1.56876
H -7.78647 -0.55341 0.03328
N -3.90447 -2.22116 4.68751
C -3.97874 -2.01074 6.00252
C -5.12704 -1.58325 6.65167
C -6.26342 -1.35723 5.89239
C -6.20841 -1.56764 4.52425
C -5.01056 -1.99935 3.97450
H -3.06392 -2.19769 6.55486
H -5.12985 -1.43144 7.72281
H -7.18060 -1.02139 6.36115
H -7.07367 -1.40180 3.89637
H -4.91968 -2.18068 2.91078
N 6.19718 3.17172 -1.33860
C 6.07492 3.42177 -0.03442
C 4.93470 3.95635 0.54469
C 3.85932 4.25238 -0.27613
C 3.96449 4.00233 -1.63336
C 5.14886 3.46256 -2.11049
H 6.94342 3.17627 0.56875
H 4.89065 4.13577 1.61118
H 2.94941 4.67200 0.13640
H 3.14631 4.22010 -2.30713
H 5.27629 3.24627 -3.16627
N 1.98229 -2.40467 -3.25552
C 2.09708 -3.59354 -2.65987
C 2.66256 -4.70699 -3.26151
C 3.13439 -4.58406 -4.55806
C 3.02400 -3.35865 -5.19624
C 2.44463 -2.30684 -4.50323
H 1.71162 -3.64348 -1.64641
H 2.73126 -5.64587 -2.72818
H 3.58236 -5.43290 -5.06302
H 3.37990 -3.22087 -6.20869
H 2.34042 -1.32816 -4.96093
N 4.41536 -7.51991 -5.71565
C 4.52945 -8.70821 -5.11939
C 5.09498 -9.82146 -5.72030
C 5.56680 -9.69788 -7.01645
C 5.45728 -8.47440 -7.65576
C 4.87804 -7.42305 -6.96346
H 4.14365 -8.75830 -4.10679
H 5.16320 -10.75978 -5.18669
H 6.01462 -10.54455 -7.52206
H 5.81330 -8.33757 -8.66785
H 4.77418 -6.44512 -7.42243
N -3.47355 -2.17107 -2.95204
C -2.41387 -2.62395 -3.62691
C -2.49880 -3.35615 -4.80074
C -3.75541 -3.64044 -5.30594
C -4.87116 -3.18361 -4.62413
C -4.67901 -2.45644 -3.45963
H -1.44899 -2.37994 -3.19337
H -1.60278 -3.69390 -5.30417
H -3.86468 -4.21099 -6.22033
H -5.86997 -3.38602 -4.98712
H -5.52294 -2.07629 -2.89372

Forces on the atoms, in the same order (eV/Å):
0.13 1.21 -0.02
-0.10 -2.11 0.05
-0.59 1.14 0.05
-0.70 -0.24 0.16
1.15 -0.74 0.83
-0.81 -1.14 0.90
-0.12 -1.65 -0.39
0.16 3.19 0.15
-0.81 -1.11 -0.25
-0.64 1.88 -2.14
0.87 2.52 -0.89
-0.89 0.08 1.40
-0.22 -2.18 -0.02
0.67 -0.74 0.86
0.97 -0.99 0.32
-0.54 -0.38 -0.06
-0.33 0.95 -1.10
-1.03 0.07 0.44
0.38 0.18 -0.24
-0.20 -0.40 -0.33
0.29 -0.45 0.89
-0.03 -0.09 -0.86
0.34 0.31 1.71
-0.35 -0.13 -1.83
-0.53 -0.56 0.71
0.33 0.63 0.71
0.32 -0.30 0.28
0.03 -0.32 -0.39
-0.45 0.07 0.16
0.55 0.15 -0.01
-0.12 0.44 -0.49
0.38 0.30 0.08
0.40 -0.31 0.10
0.27 -0.10 -0.37
0.25 0.30 -0.21
-0.18 -0.05 0.22
0.33 -0.09 0.37
0.38 0.11 -0.20
-0.20 -0.10 0.35
0.39 -0.07 0.15
0.22 0.30 0.14
0.35 -0.14 -0.26
-0.38 0.09 -0.27
0.09 0.43 0.03
0.12 -0.13 0.30
-0.01 0.49 -0.13
-0.37 -0.29 0.02
0.01 0.18 -0.37
-0.22 -0.46 -0.30
0.20 0.09 0.27
0.39 0.28 0.02
0.02 0.10 0.42
-0.34 0.00 -0.31
0.16 0.04 -0.39
-0.05 -0.48 -0.18
0.22 0.13 -0.06
-0.17 -0.18 0.17
0.07 -0.07 0.11
0.11 0.05 -0.03
-0.03 0.02 0.00
-0.18 -0.02 0.03
0.06 0.03 -0.02
-0.02 0.00 0.01
-0.02 0.00 0.00
-0.03 -0.01 0.00
0.07 -0.01 -0.02
-0.12 -0.18 0.18
0.13 0.19 -0.09
-0.13 0.00 -0.05
-0.06 -0.21 0.05
0.04 0.01 0.00
0.14 0.15 -0.13
-0.02 -0.03 -0.01
0.02 0.03 -0.01
0.01 0.02 0.00
0.00 0.01 -0.03
-0.05 -0.03 0.04
-0.21 0.09 0.12
0.15 -0.06 -0.14
-0.01 0.01 -0.03
-0.10 0.04 0.04
0.01 0.01 0.07
0.24 -0.01 -0.01
-0.04 0.02 0.06
0.03 -0.01 -0.01
0.02 -0.01 -0.01
0.04 -0.01 -0.03
-0.07 0.07 0.01
-0.20 0.12 0.01
0.15 -0.06 -0.12
0.08 0.05 -0.15
-0.17 0.12 0.09
0.08 -0.01 0.05
0.18 -0.09 0.01
-0.15 0.04 -0.10
0.00 0.01 -0.01
0.00 0.00 -0.04
0.01 -0.01 0.01
-0.07 0.02 0.00
0.02 -0.24 -0.15
-0.08 0.17 0.07
-0.02 0.08 -0.02
0.11 -0.11 -0.19
-0.06 0.01 0.13
-0.09 0.16 0.09
0.03 -0.05 0.00
-0.01 0.02 0.01
-0.04 0.00 0.09
-0.01 0.03 0.02
0.03 -0.02 -0.04
0.15 -0.29 -0.18
-0.09 0.20 0.08
0.00 0.02 -0.03
0.05 -0.09 -0.05
0.00 -0.02 0.02
-0.10 0.15 0.14
0.03 -0.07 0.00
-0.02 0.03 0.02
-0.01 0.02 0.01
-0.01 0.03 0.02
0.03 -0.03 -0.06
-0.14 -0.25 -0.33
0.03 0.19 0.28
-0.02 -0.01 -0.02
-0.02 -0.07 -0.12
0.04 0.02 0.02
0.15 0.15 0.19
0.04 -0.03 -0.07
0.02 0.02 0.04
0.00 0.01 0.02
0.00 0.02 0.03
-0.01 -0.01 -0.02

Properties
Kohn-Sham gap, eV: 8.95
E_LUMO, hartree: 0.0148